# C66H150N6O18

12 unconnected molecules or ions with the total composition C66H150N6O18 (ωB97M-V/def2-TZVPD, OMol25).

Frontier orbital gap ... 8.97 eV
Relative energy (zero: lowest compared OMol25 entry of this formula, charge and spin) ... 0.0 kJ/mol
SMILES ... CC1(C)CCCC(C)(C)N1O.CC1(C)CCCC(C)(C)N1O.CC1(C)CCCC(C)(C)N1O.CC1(C)CCCC(C)(C)N1O.CC1(C)CCCC(C)(C)N1O.CC1(C)CCCC(C)(C)N1O.OCCO.OCCO.OCCO.OCCO.OCCO.OCCO
E_HOMO ... -0.313 Eh
Electronic energy ... -4287.16065 Eh
Largest force on an atom ... 3.0 eV Å⁻¹
Lowest unoccupied orbital energy ... 0.460 eV

Atoms and positions in Å:
C  1.23101  1.90709  -4.26768
C  0.35210  0.66093  -4.46788
C  0.40878  -0.32037  -3.23201
C  -1.01278  1.16256  -4.79676
C  -1.94502  0.06391  -5.35028
C  -1.31936  -0.57015  -6.61144
C  0.07123  -1.03316  -6.34668
C  0.12052  -2.40181  -5.60016
C  0.69691  -1.23747  -7.71198
N  0.81458  0.01128  -5.67553
O  2.18944  -0.36124  -5.53046
H  2.27355  1.58091  -4.10980
H  1.23593  2.46848  -5.24544
H  0.83308  2.47203  -3.40533
H  1.19680  -1.03519  -3.27246
H  0.68720  0.37963  -2.46860
H  -0.53058  -0.86829  -2.94499
H  -1.39061  1.63578  -3.85858
H  -0.84632  1.88463  -5.54512
H  -2.09138  -0.68248  -4.52942
H  -2.89027  0.39927  -5.73561
H  -1.19307  0.21500  -7.38651
H  -1.88668  -1.44380  -7.00664
H  1.19543  -2.56300  -5.32730
H  -0.18520  -3.18689  -6.28485
H  -0.56354  -2.40803  -4.73459
H  1.54535  -1.88356  -7.76577
H  1.00366  -0.25652  -8.04201
H  -0.03762  -1.60213  -8.40498
H  2.66946  0.21554  -6.19921
C  -2.16250  6.19683  -0.26022
C  -2.96969  4.92046  -0.49452
C  -3.19150  4.88294  -2.04737
C  -2.13429  3.72171  -0.05669
C  -2.95750  2.41969  -0.11035
C  -4.11867  2.52563  0.89095
C  -5.04283  3.67362  0.57886
C  -5.95754  3.26780  -0.62310
C  -5.92080  3.94691  1.76712
N  -4.19899  4.89440  0.36163
O  -4.93966  6.09030  0.15752
H  -1.85653  6.47222  0.77883
H  -1.26859  6.23755  -0.79354
H  -2.77965  7.04537  -0.62670
H  -3.75786  3.95696  -2.36748
H  -3.75745  5.76491  -2.38311
H  -2.20331  4.94904  -2.58942
H  -1.21673  3.68458  -0.72090
H  -1.73493  3.95144  0.93194
H  -3.36240  2.28943  -1.12923
H  -2.29359  1.50807  0.09198
H  -3.81682  2.70821  1.95433
H  -4.71627  1.57172  0.85767
H  -5.42124  2.60391  -1.32930
H  -6.18631  4.18905  -1.16429
H  -6.87202  2.77224  -0.34780
H  -5.32635  4.23719  2.64033
H  -6.35827  2.98914  1.95483
H  -6.78126  4.56654  1.49731
H  -5.32777  5.93848  -0.73679
C  3.04244  -2.26165  1.87014
C  4.38944  -1.62716  2.23350
C  4.40367  -1.26912  3.74417
C  5.46988  -2.66580  1.98599
C  6.85931  -2.08588  2.11802
C  7.14054  -0.86481  1.26860
C  6.02164  0.20705  1.41437
C  6.23228  1.05149  2.64245
C  6.17830  1.09311  0.17350
N  4.73879  -0.44297  1.35576
O  3.68198  0.53238  1.53217
H  3.03953  -3.34451  2.04049
H  2.37686  -1.82013  2.53547
H  2.77860  -2.08943  0.86246
H  5.38485  -0.92276  4.01979
H  3.77224  -0.35435  3.94706
H  4.12623  -2.14996  4.27957
H  5.41776  -3.46069  2.74662
H  5.27655  -3.11221  1.05459
H  7.04998  -1.90426  3.21493
H  7.60134  -2.81878  1.89188
H  7.25523  -1.15488  0.23426
H  8.10461  -0.43422  1.56039
H  5.32142  1.53464  2.97057
H  6.92023  1.82694  2.39874
H  6.66366  0.40532  3.44278
H  7.10293  1.65622  0.15924
H  5.41300  1.84216  0.03440
H  6.14503  0.42409  -0.69354
H  3.46140  0.84237  0.60444
C  -5.87205  -0.58057  -4.11167
C  -6.33670  -1.79664  -3.23469
C  -7.94398  -1.71672  -3.11273
C  -6.00730  -3.11813  -3.92731
C  -4.53607  -3.56452  -3.75469
C  -4.25617  -3.62127  -2.22153
C  -4.44926  -2.27283  -1.61028
C  -4.37189  -2.39678  -0.11532
C  -3.34858  -1.21699  -2.07893
N  -5.82287  -1.80874  -1.81867
O  -5.97318  -0.53515  -1.22248
H  -5.54412  0.28271  -3.52381
H  -5.04338  -0.96401  -4.76154
H  -6.76764  -0.20027  -4.60805
H  -8.47664  -2.04957  -3.99302
H  -8.30853  -2.42277  -2.35176
H  -8.18231  -0.64789  -2.89429
H  -6.74653  -3.81222  -3.47956
H  -6.25657  -2.96395  -5.00573
H  -4.38761  -4.51631  -4.24071
H  -3.77043  -2.89754  -4.19406
H  -3.23706  -3.97729  -2.06009
H  -4.94161  -4.30713  -1.75079
H  -4.50463  -1.36841  0.22111
H  -3.41032  -2.76933  0.31730
H  -5.17480  -3.02126  0.26402
H  -2.37992  -1.65599  -1.87338
H  -3.36243  -0.25456  -1.54093
H  -3.34373  -1.07366  -3.18855
H  -6.63828  -0.58005  -0.51285
C  4.63378  4.77365  0.17921
C  3.27986  5.33159  -0.41365
C  3.58081  5.91433  -1.78742
C  2.21656  4.19035  -0.61784
C  1.72704  3.72016  0.70096
C  1.08811  4.87394  1.44341
C  2.00317  6.10794  1.72048
C  1.12209  7.29624  2.12662
C  3.00535  5.67314  2.77670
N  2.54984  6.44804  0.38219
O  3.55951  7.46122  0.62302
H  5.19373  4.33010  -0.57501
H  5.35342  5.44802  0.62997
H  4.41426  3.88376  0.83430
H  3.81513  5.13680  -2.54926
H  2.67602  6.47393  -2.14720
H  4.30705  6.65533  -1.65954
H  1.42664  4.61894  -1.17425
H  2.67523  3.45377  -1.27909
H  0.98743  2.89600  0.73053
H  2.58135  3.33231  1.33155
H  0.71390  4.51422  2.43942
H  0.29449  5.22954  0.85331
H  1.70355  8.14405  2.47249
H  0.39580  6.97885  2.90608
H  0.58777  7.52034  1.13901
H  3.76209  6.38125  3.00569
H  3.51617  4.79690  2.47905
H  2.44450  5.47349  3.70017
H  4.01554  7.15511  1.39835
C  -1.99091  -5.72815  1.27334
C  -1.00570  -6.07064  0.16026
C  0.07782  -7.14374  0.44339
C  -1.83967  -6.51735  -1.05679
C  -1.18486  -6.29995  -2.38261
C  -0.62364  -4.91924  -2.55291
C  0.41652  -4.64935  -1.41070
C  1.65716  -5.54894  -1.57931
C  0.95250  -3.21956  -1.51836
N  -0.35731  -4.70207  -0.14494
O  0.54815  -4.41179  0.94060
H  -2.90502  -5.36373  0.71089
H  -2.30832  -6.54398  1.92596
H  -1.63302  -4.85784  1.90609
H  0.50551  -7.53309  -0.52376
H  0.88877  -6.64527  0.96876
H  -0.14006  -7.98052  1.08850
H  -2.07147  -7.51797  -0.80138
H  -2.83280  -5.98893  -1.12990
H  -0.39208  -7.06913  -2.66629
H  -1.90227  -6.34371  -3.16795
H  -1.42103  -4.18187  -2.39268
H  -0.11767  -4.82721  -3.52998
H  2.23620  -5.44782  -0.66088
H  2.35759  -5.11072  -2.33335
H  1.48255  -6.57779  -1.84377
H  1.68375  -3.08697  -0.72717
H  0.09332  -2.52520  -1.47657
H  1.38776  -2.98855  -2.48280
H  0.32521  -3.54452  1.35317
O  1.29936  -0.53432  5.94793
C  0.99065  -1.80721  5.58992
C  -0.51360  -2.20239  5.59271
O  -1.30955  -1.53021  4.59065
H  0.81123  0.05198  5.33284
H  1.32573  -2.05415  4.59002
H  1.45015  -2.58667  6.24959
H  -0.87675  -1.96679  6.59017
H  -0.50763  -3.31388  5.49728
H  -1.93775  -0.90035  4.97222
O  -2.78828  3.50574  4.07078
C  -3.72099  3.26806  5.16259
C  -3.08730  2.11475  5.87195
O  -2.82169  1.03169  4.90737
H  -3.02385  4.17067  3.46212
H  -3.72190  4.15669  5.79801
H  -4.69097  2.96605  4.77176
H  -3.80941  1.82250  6.61870
H  -2.15751  2.37934  6.33815
H  -2.21771  1.36255  4.24648
O  0.95732  0.50882  1.86385
C  0.38234  -0.03572  0.70936
C  -0.75707  -0.96165  1.09835
O  -0.33449  -2.05776  1.99574
H  1.91748  0.43718  1.82609
H  0.04916  0.68976  0.00314
H  1.16900  -0.63809  0.18650
H  -1.23834  -1.28776  0.14970
H  -1.43984  -0.35924  1.67495
H  -0.59564  -1.83276  2.91770
O  -0.31887  4.16454  5.76537
C  0.76247  3.30705  6.03740
C  1.23910  2.64333  4.80049
O  0.20737  1.77607  4.29398
H  -0.98405  3.71083  5.28094
H  1.53172  3.88566  6.53047
H  0.51175  2.49300  6.69653
H  2.23344  2.27273  4.97494
H  1.42655  3.43755  4.06840
H  0.54809  1.40615  3.45079
O  3.30995  -0.38260  -1.26142
C  3.94689  -0.30152  -2.56702
C  4.86524  -1.48335  -2.75111
O  4.17568  -2.72639  -2.93478
H  3.86586  -0.84993  -0.58702
H  3.08391  -0.19985  -3.25910
H  4.51965  0.64336  -2.60300
H  5.50138  -1.48769  -1.81217
H  5.40610  -1.32114  -3.63833
H  3.37490  -2.70869  -2.40524
O  4.35856  -5.31559  4.07524
C  3.10412  -5.88605  3.59756
C  1.85960  -5.27660  4.26771
O  0.76959  -6.02256  3.74067
H  4.19021  -4.87733  4.89036
H  2.84312  -5.78233  2.52928
H  3.06883  -6.93771  3.83169
H  1.74895  -4.24085  4.02794
H  1.87480  -5.48708  5.34067
H  0.67950  -5.70113  2.85190

Forces on the atoms, in the same order (eV/Å):
C 0.404 -0.440 -0.493
C 0.618 -1.727 0.105
C -1.141 1.334 -0.123
C -1.626 -0.818 1.145
C 0.689 -0.761 0.080
C -0.240 0.492 0.581
C 1.002 -1.994 0.334
C 0.464 0.716 0.195
C 0.155 0.582 -0.185
N 0.842 1.006 -0.998
O 0.583 0.723 -1.136
H -0.445 0.392 0.310
H -0.202 -0.209 1.187
H 0.401 0.064 -0.519
H 0.573 -0.449 -0.421
H -0.085 -0.061 1.239
H 0.734 0.793 -0.513
H -0.165 -0.188 -0.776
H -0.192 1.245 -0.892
H -0.071 0.420 -0.940
H -0.717 0.611 0.642
H -0.612 -0.339 0.243
H 0.122 0.785 0.216
H -1.026 -0.105 0.099
H -0.058 -0.181 -0.071
H 0.506 -0.132 -0.147
H 0.625 -0.503 0.294
H 0.143 0.361 -0.432
H -0.410 -0.297 -0.367
H -0.943 -1.074 1.205
C -1.965 1.573 1.482
C 0.145 -0.378 -0.299
C -0.288 -0.652 -0.199
C 0.827 -0.353 -0.979
C 1.031 -0.482 0.653
C 0.196 -0.986 0.640
C -0.192 0.676 -1.452
C 1.442 0.707 -0.653
C -0.360 -0.253 -0.182
N 1.105 0.318 0.137
O -0.548 -1.179 -1.035
H -0.654 -0.682 -0.432
H 1.519 -0.388 -1.265
H 0.437 -0.339 0.300
H 0.732 1.020 0.199
H 0.014 -0.232 0.122
H -0.983 -0.292 0.644
H -0.958 -0.135 0.504
H -0.198 -0.346 0.279
H 0.185 -0.064 0.374
H -0.933 1.183 -0.127
H 0.403 -0.597 -0.891
H 0.448 0.849 0.179
H -0.286 0.324 0.337
H -0.418 -0.158 -0.184
H -0.345 -0.089 0.351
H -0.408 0.384 -0.204
H -0.403 -0.781 0.612
H 0.472 0.489 0.407
H 0.042 0.616 0.678
C 1.611 -0.166 0.419
C 1.057 0.235 0.541
C -0.450 1.929 -1.238
C 0.673 0.369 1.430
C 0.480 0.231 1.219
C -0.542 0.188 0.849
C 1.296 0.465 -0.654
C 0.328 -0.888 1.159
C -0.445 -0.433 -0.651
N -2.170 -1.525 -0.552
O 0.116 0.497 -1.186
H 0.223 0.184 0.036
H -1.900 0.628 0.736
H -0.428 0.269 -1.131
H 0.355 -0.372 0.337
H 0.089 -1.301 -0.046
H -0.384 -0.346 0.695
H -0.455 0.160 -0.304
H 0.017 -0.639 -1.532
H -0.209 0.213 -0.990
H 0.503 -0.780 -0.323
H -0.208 -0.145 -0.424
H -0.186 0.179 -0.008
H -0.239 -0.073 0.175
H 0.759 0.594 0.045
H -0.328 0.847 -0.302
H 0.426 -0.190 0.163
H -0.513 0.176 0.197
H 0.070 0.315 -0.088
H 0.455 -0.648 1.083
C 0.295 -0.751 0.602
C -1.506 1.132 0.492
C 1.425 0.468 0.629
C 0.095 0.429 -0.345
C -0.396 0.218 1.049
C 0.186 -0.234 -2.035
C 0.959 1.724 0.461
C 1.147 0.362 1.219
C -0.400 -0.815 -0.681
N -0.861 -0.829 -1.187
O -0.161 0.808 -0.271
H 0.264 -0.365 0.131
H -0.851 0.859 0.143
H 0.394 -0.281 -0.722
H 0.249 0.274 -0.712
H 0.305 0.533 0.243
H -0.225 -0.968 0.051
H 0.786 -0.326 -0.429
H 0.044 -0.306 0.752
H 0.037 -0.487 -0.015
H -0.669 0.024 -0.082
H -0.184 0.156 0.258
H -0.298 -0.413 0.203
H 0.005 -0.213 0.657
H -0.524 0.191 -0.674
H -0.152 -0.067 0.030
H 0.371 -0.259 0.222
H -0.420 -0.392 -0.306
H -0.350 0.167 1.093
H 0.278 -0.577 -0.528
C -2.064 -0.819 1.386
C -0.578 -0.132 0.350
C -2.193 -0.194 -0.513
C 1.917 0.505 0.168
C 0.387 -1.134 1.911
C 0.745 0.097 1.806
C -0.676 -1.253 -0.874
C -0.844 -0.745 -1.150
C -1.007 0.263 0.412
N 2.175 -0.642 -0.068
O -0.924 0.291 -1.036
H 0.835 -0.708 -1.952
H -0.437 0.442 0.404
H 0.372 1.120 -0.132
H 0.178 0.532 0.673
H 0.608 -0.605 0.242
H 1.518 0.936 -0.260
H -1.065 0.590 -0.679
H 0.036 -0.362 0.224
H 0.366 0.256 -0.570
H -0.739 0.175 -0.643
H -0.002 0.384 -0.900
H -1.400 0.438 -0.611
H -0.029 0.150 -0.072
H 0.401 0.285 -0.442
H 0.447 0.205 1.640
H 0.645 0.959 0.404
H 0.393 -1.041 -0.159
H 0.240 0.082 -0.143
H 0.624 -0.150 0.573
C -0.873 1.375 0.217
C 0.437 0.972 -0.207
C 0.817 0.543 -0.769
C -0.600 1.561 0.296
C 1.354 -1.262 -1.251
C 1.351 0.427 1.498
C 0.038 0.419 -1.332
C 0.883 1.070 0.024
C -1.129 0.131 -0.088
N 0.115 -0.969 0.137
O 0.327 -0.506 0.054
H 0.826 -0.216 1.079
H 0.241 -0.101 -0.129
H -0.320 -1.193 -0.624
H -0.592 0.249 1.159
H 0.255 0.004 -0.146
H -0.871 -0.247 0.060
H -0.348 -1.337 -0.313
H 0.983 -0.267 0.449
H -0.931 0.815 0.550
H -0.926 -0.698 -0.640
H 0.256 0.026 -0.482
H -0.360 0.230 0.356
H -0.009 -0.498 0.197
H -0.794 -0.296 0.200
H -0.006 -0.207 0.052
H -0.043 0.479 0.094
H 0.447 -0.072 0.585
H 0.277 -0.430 -0.321
H -0.626 -0.183 -0.579
O -0.129 1.571 0.163
C -1.328 -2.690 -0.477
C 0.634 0.284 0.539
O 0.818 -0.725 0.219
H 0.225 0.056 0.350
H 0.469 0.028 -0.603
H -0.010 0.939 -0.141
H -0.369 0.029 0.097
H -0.485 0.711 -0.413
H 0.148 0.106 0.109
O 0.471 -1.255 1.341
C 1.433 0.479 -1.311
C -0.023 -1.026 -1.319
O -1.125 0.070 1.761
H -0.811 1.396 -0.894
H -0.486 -0.096 0.076
H -0.184 0.260 0.052
H 0.036 -0.827 0.258
H 0.427 0.256 0.368
H 0.424 0.571 -0.210
O -0.260 0.829 0.723
C 1.274 -2.489 0.053
C 0.494 -0.266 0.567
O -0.324 1.024 -1.146
H 0.306 -0.177 0.020
H -0.465 0.911 -0.464
H -0.601 0.381 0.157
H 0.169 -0.416 0.866
H -0.692 0.187 0.095
H -0.116 0.043 -0.554
O 0.755 1.083 1.074
C -0.511 -0.249 -0.118
C -0.047 1.448 -1.213
O 1.296 -0.289 0.237
H -0.921 -0.703 -0.970
H 0.269 0.214 -0.097
H -0.485 -0.331 0.787
H 0.300 -1.368 0.108
H -0.190 -0.011 -0.165
H -0.478 0.015 0.075
O 0.072 -0.289 0.305
C -0.869 0.553 1.160
C -1.169 -0.240 1.291
O 0.441 0.491 0.093
H -0.021 0.578 -0.725
H 0.919 -0.441 0.074
H 0.030 -0.333 -0.104
H -0.204 -0.275 -1.111
H 1.197 0.039 -0.940
H -0.140 0.011 0.231
O -0.648 -0.798 -2.097
C -0.449 0.868 1.020
C 0.380 -1.845 -0.116
O -0.070 0.132 0.867
H -0.312 0.479 1.009
H 1.252 0.256 0.053
H 0.217 -0.460 0.006
H 0.054 0.920 0.127
H -0.009 0.410 0.029
H -0.522 0.199 -1.052